1.
DFT (the ωB97M-V functional and the def2-TZVPD basis) results for a 2-piece molecular cluster, CH4ClFS overall.

Geometry as ORCA input:
```
! wB97M-V def2-TZVPD RIJCOSX def2/J DEFGRID3
* xyz 0 1
F 0.251 1.082 -0.555
C 1.233 0.500 0.179
Cl 1.387 -1.215 -0.254
H 0.981 0.556 1.238
H 2.186 0.984 -0.036
S -2.602 -0.465 -0.131
H -1.434 0.165 0.060
H -2.002 -1.607 -0.500
*
```

Results
- Structure (SMILES): FCCl.S
- Calculated total energy: -998.7234 Ha
- Energy above the lowest of the compared OMol25 structures with the same formula, charge and spin: 0.8 kJ/mol

***

2.
DFT (the ωB97M-V functional and the def2-TZVPD basis) results for C24H38NO2P3Re as an isolated structure.

Geometry as ORCA input:
```
! wB97M-V def2-TZVPD RIJCOSX def2/J DEFGRID3
* xyz 4 4
P 2.573 -0.864 0.109
C 3.234 -0.982 1.787
H 4.266 -1.344 1.704
H 2.656 -1.682 2.396
H 3.235 0.001 2.268
C 2.917 -2.472 -0.642
H 2.991 -2.416 -1.735
H 2.122 -3.188 -0.390
H 3.869 -2.849 -0.241
C 3.654 0.417 -0.596
H 4.594 -0.058 -0.897
H 3.848 1.190 0.157
H 3.210 0.910 -1.466
P -0.917 3.034 -0.621
C -1.112 3.958 0.893
H -1.480 4.937 0.566
H -0.155 4.053 1.414
H -1.837 3.476 1.555
C 0.262 3.938 -1.614
H 0.280 3.604 -2.653
H 1.277 3.837 -1.212
H -0.053 4.987 -1.561
C -2.533 3.040 -1.388
H -2.662 4.047 -1.797
H -3.308 2.820 -0.646
H -2.635 2.306 -2.190
P -1.692 -2.090 0.146
C -2.298 -2.446 1.835
H -2.918 -3.355 1.807
H -2.904 -1.606 2.204
H -1.462 -2.607 2.525
C -3.268 -1.920 -0.791
H -3.977 -2.691 -0.453
H -3.137 -2.008 -1.876
H -3.706 -0.931 -0.585
C -0.755 -3.589 -0.314
H -1.445 -4.441 -0.399
H -0.006 -3.796 0.465
H -0.226 -3.458 -1.264
Re 0.003 0.019 -0.066
C 1.039 1.541 0.565
O 1.699 2.308 1.175
C -1.718 0.691 0.570
O -2.700 0.992 1.164
C -1.315 -0.097 -2.698
C -0.769 -1.390 -2.698
C 0.613 -1.551 -2.664
C 1.465 -0.449 -2.722
C 0.913 0.843 -2.723
C -0.470 1.009 -2.851
H -2.388 0.048 -2.658
H -1.413 -2.270 -2.779
H 1.023 -2.560 -2.637
H 2.542 -0.586 -2.824
H 1.572 1.705 -2.707
H -0.879 1.980 -3.136
N 0.175 -0.472 1.746
C 0.119 -0.408 2.922
C 0.071 -0.367 4.321
C -1.151 -0.127 5.005
C -1.144 -0.042 6.397
C 0.050 -0.185 7.109
C 1.248 -0.459 6.442
C 1.273 -0.548 5.051
H -2.066 -0.002 4.419
H -2.080 0.144 6.934
H 0.056 -0.084 8.193
H 2.184 -0.612 6.987
H 2.195 -0.746 4.484
*
```

Results
- Calculated total energy: -2243.2727 Ha

***

3.
DFT (the ωB97M-V functional and the def2-TZVPD basis) results for C30H40BClF17I3NO7P as an isolated structure.

Geometry as ORCA input:
```
! wB97M-V def2-TZVPD RIJCOSX def2/J DEFGRID3
* xyz 0 1
C 3.207 0.804 -0.638
C 2.468 0.983 0.817
P 0.952 -0.134 0.757
C -0.527 1.088 0.603
C -1.678 0.564 -0.383
C 0.732 -1.238 2.292
B 0.975 -0.085 3.416
O 2.259 0.344 3.927
O -0.189 0.578 4.024
N -0.682 -1.639 2.709
C -0.843 -3.052 2.324
O -1.927 -3.557 2.699
C 0.480 -3.734 1.598
C 0.296 -5.226 2.190
C 1.499 -6.246 2.046
C 0.885 -7.727 1.697
Cl 2.784 -5.920 0.803
C 0.107 -3.487 0.064
F -0.973 -2.513 -0.031
F 1.163 -2.887 -0.712
C -0.423 -4.656 -0.864
F 0.145 -5.944 -0.728
F -0.018 -4.338 -2.225
C -2.008 -4.861 -0.993
F -2.185 -6.256 -1.343
F -2.747 -4.734 0.205
C -2.774 -4.087 -2.155
F -2.585 -4.881 -3.348
F -2.355 -2.792 -2.492
C -4.385 -4.031 -1.999
F -4.882 -3.849 -3.336
F -4.883 -5.321 -1.613
C -4.955 -2.926 -1.000
F -3.999 -2.201 -0.256
F -5.706 -3.661 -0.010
C -6.025 -1.904 -1.629
F -6.540 -1.152 -0.517
F -7.166 -2.601 -2.145
C -5.463 -0.841 -2.677
F -6.216 0.364 -2.477
F -4.117 -0.481 -2.530
F -5.707 -1.182 -4.042
C 1.485 -2.686 2.384
I 3.505 -2.390 1.449
C 2.102 -3.058 3.821
I 3.985 -4.271 3.743
C 1.247 -3.677 4.997
C -0.023 -2.868 5.540
I 2.641 -3.565 6.758
H 2.621 0.070 -1.315
H 3.390 1.797 -1.167
H 4.239 0.306 -0.493
H 2.256 2.105 0.906
H 3.277 0.661 1.577
H -0.077 2.042 0.104
H -0.934 1.419 1.618
H -2.449 1.383 -0.648
H -1.180 0.175 -1.337
H -2.291 -0.301 0.075
H 2.101 1.258 4.278
H -0.267 1.500 3.698
H -1.446 -1.191 2.179
H -0.129 -5.238 3.265
H -0.599 -5.682 1.605
H 1.960 -6.395 3.097
H -0.242 -7.785 1.851
H 1.146 -7.913 0.585
H 1.474 -8.500 2.305
H 2.623 -2.135 4.297
H 1.066 -4.818 4.974
H -0.184 -3.241 6.626
H 0.161 -1.733 5.673
H -1.009 -3.080 5.009
O 0.618 4.282 -0.158
C -0.120 4.683 -1.038
O -1.132 3.909 -1.469
C -2.148 4.342 -2.387
C -1.666 4.238 -3.819
C 0.135 6.001 -1.710
H -2.503 5.344 -2.131
H -2.996 3.668 -2.243
H -0.800 4.877 -4.003
H -2.459 4.524 -4.513
H -1.354 3.214 -4.041
H 0.931 5.876 -2.447
H 0.452 6.721 -0.951
H -0.740 6.431 -2.193
O 1.887 6.886 -3.651
C 2.798 7.409 -3.039
O 3.014 8.730 -3.157
C 3.958 9.470 -2.366
C 5.357 9.350 -2.937
C 3.741 6.579 -2.215
H 3.902 9.175 -1.315
H 3.641 10.514 -2.411
H 5.707 8.316 -2.937
H 6.061 9.953 -2.358
H 5.373 9.688 -3.976
H 4.468 6.105 -2.876
H 3.164 5.809 -1.698
H 4.266 7.138 -1.442
*
```

Results
- Calculated total energy: -5165.5232 Ha

***

4.
DFT (the ωB97M-V functional and the def2-TZVPD basis) results for a 2-piece molecular cluster, CH6N2O overall.

Geometry as ORCA input:
```
! wB97M-V def2-TZVPD RIJCOSX def2/J DEFGRID3
* xyz 0 1
H -0.197 -1.281 -1.005
N 0.303 -0.592 -0.448
C 0.196 -0.954 0.785
N 0.118 -0.105 1.841
H 0.095 -2.029 0.948
H -0.006 0.857 1.569
H -0.567 -0.340 2.541
O -0.078 1.831 -1.932
H -0.047 0.975 -1.461
H 0.182 1.637 -2.838
*
```

Results
- Structure (SMILES): [H]/N=C/N.O
- Calculated total energy: -226.4313 Ha
- Energy above the lowest of the compared OMol25 structures with the same formula, charge and spin: 95.1 kJ/mol

***

no.,F_max (eV/A)
1,0.6
2,6.7
3,4.3
4,2.0